w.
Here is an isolated molecule of C2H4OS from the Open Molecules 2025 dataset. Energies are from ωB97M-V with the def2-TZVPD basis set.

Values from the calculation:
- SMILES = O=CCS
- molar mass (g mol⁻¹) = 76.12
- gap between HOMO and LUMO (eV) = 9.707

ORCA input file:
```
! wB97M-V def2-TZVPD RIJCOSX def2/J DEFGRID3
* xyz 0 1
O -0.45834 -0.71966 2.07161
C -0.02554 0.15827 1.40862
C -0.05919 0.15862 -0.19179
S 0.77373 -1.27104 -1.29659
H 0.29640 1.20521 1.62443
H -1.20408 0.12402 -0.40107
H 0.30956 1.09893 -0.63111
H 0.36747 -0.75436 -2.58409
*
```

=====

x.
Here is an isolated molecule of C2H4OS from the Open Molecules 2025 dataset. Energies are from ωB97M-V with the def2-TZVPD basis set.

Values from the calculation:
- SMILES = COC=S
- molar mass (g mol⁻¹) = 76.12
- gap between HOMO and LUMO (eV) = 8.226

ORCA input file:
```
! wB97M-V def2-TZVPD RIJCOSX def2/J DEFGRID3
* xyz 0 1
C 0.27085 -0.36673 -0.01865
O -1.08476 -0.55202 -0.39227
C -2.00001 -0.15490 0.48660
S -3.77986 0.05228 -0.07385
H 0.83587 -0.91756 -0.87701
H 0.40037 -0.71426 1.05853
H 0.56632 0.69643 -0.00442
H -1.82639 0.03856 1.64364
*
```

=====

y.
Here is an isolated molecule of C2H4OS from the Open Molecules 2025 dataset. Energies are from ωB97M-V with the def2-TZVPD basis set.

Values from the calculation:
- molar mass (g mol⁻¹) = 76.12
- gap between HOMO and LUMO (alpha / beta) (eV) = 8.368 / 7.862

ORCA input file:
```
! wB97M-V def2-TZVPD RIJCOSX def2/J DEFGRID3
* xyz 0 1
C -0.81656 0.07822 -0.12177
C 0.45781 0.05748 0.63617
O -1.03248 -1.21177 -0.09255
S 1.93457 -0.02969 -0.14692
H -1.68991 0.57839 0.44071
H -0.71136 0.44157 -1.14069
H 0.37986 -0.18040 1.76160
H 1.47808 0.26620 -1.33656
*
```

=====

Which structure wins on stability? w wins.

=====

w.
Here is a structure of composition C3H6N2O2S from the Open Molecules 2025 dataset. Energies are from ωB97M-V with the def2-TZVPD basis set.

Values from the calculation:
- molar mass (g mol⁻¹) = 134.16
- gap between HOMO and LUMO (eV) = 9.161

ORCA input file:
```
! wB97M-V def2-TZVPD RIJCOSX def2/J DEFGRID3
* xyz 0 1
C -2.81991 0.41612 0.00461
C -1.39478 0.38417 -0.11835
C 1.83297 0.09192 0.01092
H -3.41480 1.60316 -0.63998
H -3.43471 0.24455 1.22629
H -3.09428 -0.87443 -0.71100
H 1.10522 -1.37226 -0.99134
H 0.42799 1.43585 0.80090
H 2.15123 1.86587 0.93113
N 0.82706 -0.87934 -0.21602
N 1.39088 1.15380 0.64574
O -0.83383 1.44524 -0.50076
O 2.93947 -0.09590 -0.34306
S -0.73882 -1.31075 0.23396
*
```

=====

x.
Here is a cluster of 2 separate species, C3H6N2O2S in total from the Open Molecules 2025 dataset. Energies are from ωB97M-V with the def2-TZVPD basis set.

Values from the calculation:
- molar mass (g mol⁻¹) = 134.16
- gap between HOMO and LUMO (eV) = 8.018

ORCA input file:
```
! wB97M-V def2-TZVPD RIJCOSX def2/J DEFGRID3
* xyz 0 1
C -0.04963 2.04614 1.89673
C 0.27628 0.24224 0.58899
C 0.23380 -1.69546 -0.93734
H 1.08001 2.04236 1.97913
H -0.37852 1.49083 2.93660
H -0.48304 3.00459 1.67783
H -0.49690 0.24759 -1.23186
H 0.25875 -2.37533 0.11854
H -1.22945 -2.23875 -3.50710
N 0.23165 -0.32104 -0.72343
N 0.04252 -2.21818 -2.10820
O -0.49590 1.39644 0.65655
O -0.17633 -1.12868 -3.06629
S 1.18676 -0.49275 1.71986
*
```

=====

y.
Here is a structure of composition C3H6N2O2S from the Open Molecules 2025 dataset. Energies are from ωB97M-V with the def2-TZVPD basis set.

Values from the calculation:
- molar mass (g mol⁻¹) = 134.16
- gap between HOMO and LUMO (eV) = 8.862

ORCA input file:
```
! wB97M-V def2-TZVPD RIJCOSX def2/J DEFGRID3
* xyz 0 1
C 1.30713 -1.61148 0.16975
C 0.77643 -0.08790 -0.18456
C -2.94907 0.46262 0.13457
H 2.35089 -1.63374 1.23835
H 0.19180 -2.03522 0.82282
H 1.61746 -2.16301 -0.88227
H 2.65501 0.77893 0.05952
H -0.05144 1.91206 -0.93792
H -3.98318 0.20088 0.72522
N 1.69159 0.89826 -0.23835
N -0.46653 0.28364 -0.54668
O 1.11224 2.24000 -0.05373
O -2.52601 1.61910 0.06758
S -1.72632 -0.86414 -0.37429
*
```

=====

z.
Here is an isolated molecule of C3H6N2O2S from the Open Molecules 2025 dataset. Energies are from ωB97M-V with the def2-TZVPD basis set.

Values from the calculation:
- SMILES = [H]/N=C(/N)OC(=S)OC
- molar mass (g mol⁻¹) = 134.16
- gap between HOMO and LUMO (eV) = 9.501

ORCA input file:
```
! wB97M-V def2-TZVPD RIJCOSX def2/J DEFGRID3
* xyz 0 1
H -1.75503 1.12371 1.59766
N -0.86837 1.58582 1.93314
C 0.07678 0.97289 1.26764
N 1.44220 1.15362 1.29809
O -0.15065 -0.10474 0.23259
C -1.25371 -0.55778 -0.29112
S -2.73531 -0.71905 0.29555
O -0.96709 -1.12392 -1.47524
C 0.41654 -1.13749 -1.94672
H 2.01184 0.30783 1.34621
H 1.59404 2.08116 1.93009
H 0.95654 -1.67856 -1.14767
H 0.39647 -1.76564 -2.87887
H 0.83575 -0.13783 -2.16133
*
```

=====

Which structure wins on stability? z wins.

=====

w.
Here is the ion C2H6NO with charge -1 from the Open Molecules 2025 dataset. Energies are from ωB97M-V with the def2-TZVPD basis set.

Values from the calculation:
- SMILES = CNC[O-]
- molar mass (g mol⁻¹) = 60.08
- gap between HOMO and LUMO (eV) = 7.079

ORCA input file:
```
! wB97M-V def2-TZVPD RIJCOSX def2/J DEFGRID3
* xyz -1 1
C -0.97512 0.02956 0.73450
N 0.47451 -0.15297 0.65841
C 0.87472 0.22088 -0.83921
O 0.27648 -0.47235 -1.88832
H -1.41951 -0.78600 0.14736
H -1.40138 -0.11358 1.88801
H -1.32225 0.95403 0.20752
H 0.77690 -1.11259 0.77810
H 0.68800 1.32134 -0.85101
H 2.02766 0.11167 -0.83535
*
```

=====

x.
Here is the ion C2H6NO with charge -1 from the Open Molecules 2025 dataset. Energies are from ωB97M-V with the def2-TZVPD basis set.

Values from the calculation:
- SMILES = CNC[O-]
- molar mass (g mol⁻¹) = 60.08
- gap between HOMO and LUMO (eV) = 7.344

ORCA input file:
```
! wB97M-V def2-TZVPD RIJCOSX def2/J DEFGRID3
* xyz -1 1
C -0.10667 0.74641 -0.96010
N 0.79726 -0.12534 -0.23584
C -0.14223 -0.86117 0.86244
O -0.96276 -0.01636 1.44087
H -0.53722 0.24757 -1.84980
H 0.51864 1.53966 -1.32678
H -0.72484 1.32853 -0.27332
H 1.25726 0.28022 0.55261
H 0.57412 -1.41606 1.60032
H -0.67355 -1.72345 0.18960
*
```

=====

Which structure wins on stability? w wins.

=====

w.
Here is a cluster of 3 separate species, C4H15NO3 in total from the Open Molecules 2025 dataset. Energies are from ωB97M-V with the def2-TZVPD basis set.

Values from the calculation:
- SMILES = COC[C@H](C)N.O.O
- molar mass (g mol⁻¹) = 125.17
- gap between HOMO and LUMO (eV) = 10.720

ORCA input file:
```
! wB97M-V def2-TZVPD RIJCOSX def2/J DEFGRID3
* xyz 0 1
C -12.38384 -15.31009 -14.47839
O -11.70894 -15.32895 -15.74025
C -12.15791 -16.34405 -16.61489
C -11.08893 -17.38771 -16.82298
C -11.44596 -18.38112 -17.90161
N -10.84418 -18.14751 -15.54266
H -13.41901 -14.99130 -14.61747
H -11.86959 -14.57128 -13.86583
H -12.33702 -16.27699 -13.97337
H -13.06764 -16.81636 -16.22439
H -12.40271 -15.87857 -17.57216
H -10.15220 -16.87551 -17.07552
H -12.32896 -18.95492 -17.59871
H -10.62062 -19.06320 -18.10336
H -11.71468 -17.90210 -18.84478
H -10.46611 -17.48319 -14.87245
H -10.09153 -18.79238 -15.76269
O -15.27278 -19.33782 -16.91287
H -15.61913 -18.44487 -16.84155
H -14.62671 -19.41091 -16.18739
O -13.44631 -19.15017 -14.79100
H -12.73310 -18.55253 -15.08800
H -13.00390 -19.74768 -14.18187
*
```

=====

x.
Here is a cluster of 3 separate species, C4H15NO3 in total from the Open Molecules 2025 dataset. Energies are from ωB97M-V with the def2-TZVPD basis set.

Values from the calculation:
- SMILES = CNCCCO.O.O
- molar mass (g mol⁻¹) = 125.17
- gap between HOMO and LUMO (eV) = 9.557

ORCA input file:
```
! wB97M-V def2-TZVPD RIJCOSX def2/J DEFGRID3
* xyz 0 1
C 0.94960 2.01659 -1.53529
N 1.33331 2.02169 -0.11480
C 1.94876 0.73870 0.29496
C 1.17806 0.08096 1.45553
C 0.00707 -0.73257 0.94817
O -0.92778 -1.05605 2.00582
H 0.37381 2.90608 -1.77069
H 1.86712 1.98863 -2.11931
H 0.26965 1.20891 -1.82236
H 0.46074 2.13622 0.38451
H 1.94967 0.06783 -0.56697
H 2.95621 0.97370 0.63698
H 1.81754 -0.46845 2.13386
H 0.75030 0.92082 2.01310
H 0.34278 -1.68926 0.54080
H -0.55038 -0.20265 0.18358
H -0.48469 -1.67458 2.59579
O -3.07669 -1.46478 0.12642
H -2.94194 -0.79145 0.79811
H -2.65068 -2.28353 0.40309
O -1.53550 -1.75665 -2.25209
H -1.99094 -1.61153 -1.39771
H -2.04599 -1.32866 -2.94151
*
```

=====

Which structure wins on stability? w wins.